{
  "formula": "C28H28F7N2O16PS",
  "method": "ωB97M-V with the def2-TZVPD basis set",
  "smiles": "Cc1ccc(C[C@@](C#N)([C@](C#N)(CC=O)P(C)O)S(=O)(=O)C(F)(F)F)cc1.O=C1OC[C@@H](F)O1.O=C1OC[C@@H](F)O1.O=C1OC[C@@H](F)O1.O=C1OC[C@@H](F)O1",
  "gap_ev": 7.5,
  "total_charge": 0,
  "symbols": ["S", "P", "F", "F", "F", "F", "F", "F", "F", "O", "O", "O", "O", "O", "O", "O", "O", "O", "O", "O", "O", "O", "O", "O", "O", "N", "N", "C", "C", "C", "C", "C", "C", "C", "C", "C", "C", "C", "C", "C", "C", "C", "C", "C", "C", "C", "C", "C", "C", "C", "C", "C", "C", "C", "C", "H", "H", "H", "H", "H", "H", "H", "H", "H", "H", "H", "H", "H", "H", "H", "H", "H", "H", "H", "H", "H", "H", "H", "H", "H", "H", "H", "H"],
  "positions_angstrom": [[-1.228898, -1.076022, -1.597405], [2.096755, 1.906403, -0.962630], [-3.539075, 0.235059, -1.978480], [-3.796244, 2.583867, 3.229064], [-0.216401, 4.521416, 8.333165], [-3.296673, -1.676890, -3.186408], [-2.850731, -2.419038, 2.733871], [-2.161556, 0.152587, -3.923531], [-6.801155, 3.422653, -2.072558], [-0.598494, -4.982383, 2.448750], [-0.754866, -2.924484, 3.364152], [1.849607, 1.529316, 0.723359], [1.057152, -4.213540, 3.790369], [-5.453631, 4.271583, -6.203971], [-1.552864, -0.912820, -0.110430], [-1.153711, -2.599690, -1.761037], [2.412414, 1.537123, -5.220236], [1.743229, 4.312116, 9.411296], [-6.418554, 4.160835, -4.158674], [-5.253311, 2.396791, -4.949334], [3.630100, 3.312922, 10.167309], [-1.836536, 2.376989, 4.308446], [-1.082808, 0.496494, 3.315869], [2.496506, 2.432225, 8.415557], [0.051035, 1.379619, 5.066164], [-1.662762, 2.264718, -0.737866], [2.107275, -1.687460, -0.042749], [1.088077, 4.197013, 8.164968], [0.505905, -0.411854, -2.019294], [4.791117, -2.663187, -3.223003], [0.676054, 1.937347, -3.424106], [0.639337, 1.175768, -2.005518], [2.071304, -2.304983, -3.148979], [-2.573713, -0.508379, -2.742421], [3.545271, -1.740354, -3.342274], [-1.699520, -3.001398, 2.317151], [-2.336800, 0.812299, 2.729275], [4.493336, -4.180581, -2.858357], [1.799439, -3.797738, -2.813853], [-5.618591, 2.097686, -3.610577], [3.758360, 1.104637, -1.360477], [-0.872991, 1.413179, 4.301571], [-2.491681, 2.260120, 3.061847], [-1.882545, -4.471814, 2.124713], [-6.754995, 3.038439, -3.369910], [0.912011, -1.179715, -3.382108], [2.114029, 2.091269, -4.104924], [-0.001596, -4.055006, 3.253486], [3.058582, -4.758164, -2.661169], [5.794514, -5.135685, -2.706874], [2.707137, 3.347792, 9.403558], [-5.685281, 3.667352, -5.196417], [1.241975, 2.749087, 7.829062], [-0.658488, 1.847778, -1.273819], [1.373854, -1.163445, -0.857539], [5.862047, -2.273967, -3.375486], [0.036976, -1.772292, -3.867874], [-2.625422, -4.897543, 2.805829], [-1.316344, -2.477545, 1.436868], [-5.914933, 1.052204, -3.509011], [-0.021453, 1.512607, -4.228444], [2.348084, 0.700172, 0.950959], [-2.031016, 2.939655, 2.338637], [1.549058, 4.877752, 7.443014], [0.295209, 3.018110, -3.223606], [0.463367, 2.126342, 8.278792], [2.842176, -5.849889, -2.384135], [-7.731513, 2.652261, -3.677085], [2.980313, 2.667121, -3.603947], [-3.114944, 0.189662, 3.180065], [3.853503, -0.010551, -1.120367], [1.329801, -0.530716, -4.223879], [4.145079, 1.261877, -2.425265], [0.719690, -4.162501, -2.681055], [-2.323217, 0.631819, 1.652977], [5.944056, -5.766218, -3.647813], [-2.159565, -4.726447, 1.100203], [1.255132, 2.570433, 6.753058], [-4.766715, 2.287071, -2.951162], [4.530193, 1.638083, -0.670339], [6.687367, -4.423286, -2.499846], [5.638298, -5.733589, -1.744004], [3.707372, -0.626847, -3.611014]],
  "forces_ev_per_angstrom": [[0.647, -6.768, 6.287], [0.646, 1.247, 2.059], [2.997, -1.658, -2.423], [-0.080, 0.205, -0.039], [-0.086, 0.236, -0.052], [2.267, 3.251, 1.291], [-0.201, 0.274, -0.003], [-0.865, -1.269, 3.409], [-0.189, 0.016, 0.074], [0.257, 0.528, 0.303], [0.204, -0.536, -0.502], [0.994, -0.944, -2.742], [-1.167, 0.104, -0.544], [-0.173, -0.656, 1.110], [0.517, 1.661, -4.604], [-0.037, 4.507, -1.291], [-1.732, 2.240, 4.704], [0.446, -0.272, -0.464], [0.047, -0.677, -0.399], [-0.300, 0.563, -0.091], [-0.982, 0.034, -0.740], [0.571, -0.345, -0.370], [0.213, 0.661, 0.599], [0.153, 0.663, 0.563], [-0.897, 0.060, -0.675], [5.462, -2.111, -2.967], [-4.234, 3.068, -4.438], [-0.599, 0.228, 0.240], [0.939, -1.291, -0.022], [-4.887, -1.380, 0.741], [0.118, 1.027, -0.797], [-1.655, 0.399, 0.790], [2.527, -1.245, -0.038], [-4.515, 0.004, -2.169], [0.107, -3.442, 0.479], [-0.193, 0.489, 0.150], [-0.333, -0.696, -0.842], [-1.347, 1.268, -0.423], [3.888, 1.728, -0.593], [0.371, -0.939, 0.236], [1.222, -0.932, 0.451], [1.154, -0.444, 0.859], [-0.606, 0.316, 0.099], [-0.505, -0.726, -0.552], [-0.157, 0.438, 0.646], [1.017, -2.077, -1.112], [1.419, -2.202, -3.310], [1.615, -0.400, 0.894], [-0.036, 4.183, -0.838], [-0.980, 1.525, 0.678], [1.378, -0.446, 1.074], [0.560, 0.916, -1.605], [-0.206, -0.687, -0.904], [-2.850, 0.488, 1.735], [2.123, -1.074, 2.638], [-1.957, -0.776, 0.298], [1.193, 1.269, 1.158], [0.002, 0.251, 0.038], [-0.181, 0.048, 0.151], [0.071, 0.088, -0.206], [1.019, 0.291, 1.363], [-0.802, 0.747, -0.126], [-0.174, 0.049, 0.060], [-0.178, 0.070, 0.069], [0.772, -1.803, -0.235], [-0.055, 0.254, 0.021], [0.691, 1.870, -0.512], [-0.003, 0.098, 0.164], [-1.656, -0.474, -0.400], [-0.031, 0.247, 0.061], [-0.268, 1.482, -0.385], [-0.710, -0.363, 1.516], [-0.847, -0.090, 1.452], [1.935, 0.599, -0.189], [0.221, -0.048, 0.145], [-0.125, 0.800, 1.522], [0.224, -0.046, 0.084], [0.122, -0.106, 0.186], [-0.227, 0.173, 0.088], [-1.549, -0.669, -1.067], [-1.383, -1.407, -0.610], [0.334, 0.454, -1.618], [-0.485, -2.118, 0.411]]
}



{
  "formula": "C28H28N2SiTi",
  "method": "ωB97M-V with the def2-TZVPD basis set",
  "spin_multiplicity": 3,
  "gap_ev": [5.6, 5.1],
  "total_charge": 0,
  "symbols": ["Ti", "Si", "N", "N", "C", "C", "C", "C", "C", "C", "C", "C", "C", "C", "C", "C", "C", "C", "C", "C", "C", "C", "C", "C", "C", "C", "C", "C", "C", "C", "C", "C", "H", "H", "H", "H", "H", "H", "H", "H", "H", "H", "H", "H", "H", "H", "H", "H", "H", "H", "H", "H", "H", "H", "H", "H", "H", "H", "H", "H"],
  "positions_angstrom": [[-0.169485, 0.714154, 1.326314], [-0.131299, -0.416220, -1.445415], [-1.599483, -0.357222, 2.395673], [1.037752, -0.833740, 1.964004], [-2.858900, 0.052021, 2.711191], [0.392238, 2.791738, 0.688002], [2.342664, -1.020700, 1.627454], [-3.683497, -0.746873, 3.492957], [2.311757, -1.390671, -2.230348], [0.922258, -3.077515, 2.818211], [2.962753, -2.248348, 1.843469], [-2.757616, 2.876383, -3.416750], [0.749346, 2.026199, 2.854048], [2.393468, 1.014177, -1.845388], [-1.524490, 2.506984, -3.961458], [1.693421, -0.202965, -1.799714], [-0.734247, 1.572523, -3.295415], [-1.075655, -1.524133, 2.916492], [-1.890284, -2.372133, 3.676231], [3.595035, -1.350251, -2.757684], [-0.649466, 2.372496, 2.724840], [3.699610, 1.043187, -2.333454], [4.280881, -0.137269, -2.803385], [-1.189253, 0.992042, -2.093154], [2.245783, -3.298939, 2.443040], [0.312176, -1.841680, 2.561756], [-3.199647, -1.982359, 3.974124], [-3.214621, 2.314800, -2.218987], [-2.433577, 1.372658, -1.554731], [-0.856989, 2.860755, 1.389673], [1.386747, 2.263123, 1.580213], [-1.102251, -1.855030, -3.123204], [0.237835, 1.298903, -3.716707], [-0.631064, -1.646667, -0.693387], [0.566776, 3.110031, -0.330647], [2.849500, -0.171380, 1.154963], [-3.186715, 1.023722, 2.312195], [1.926995, 1.935438, -1.497965], [-4.177498, 2.602580, -1.793893], [-0.146398, -1.278561, -3.223243], [4.050730, -2.272354, -3.114893], [-1.800981, 3.232193, 1.004957], [-1.896263, -1.648168, -2.404711], [-3.375518, 3.615175, -3.922618], [-1.468410, -3.324629, 3.997256], [-1.394470, 2.403782, 3.527032], [-3.840557, -2.648962, 4.551956], [0.291478, -3.865341, 3.226109], [1.256449, 1.689172, 3.764310], [4.256288, 1.980708, -2.344281], [5.296918, -0.120061, -3.186074], [-1.178585, 2.950353, -4.896663], [-2.775455, 0.929620, -0.617401], [-0.743638, -2.877552, -2.887776], [4.008421, -2.361536, 1.556123], [1.765832, -2.331150, -2.154150], [-4.701711, -0.410408, 3.708452], [2.701168, -4.277281, 2.608132], [2.448308, 2.150787, 1.370279], [-1.594543, -1.805625, -4.105960]],
  "forces_ev_per_angstrom": [[-0.318, -2.364, -2.082], [0.340, 2.943, 5.202], [0.382, 0.211, 0.005], [-0.113, -0.303, -0.072], [-0.188, -1.209, 0.580], [-0.032, 0.188, 0.592], [-0.345, -1.180, 0.357], [-0.059, 0.982, -0.500], [0.363, 0.519, -0.048], [0.570, -0.529, -0.364], [0.374, 1.124, -0.309], [-0.119, 0.060, -0.015], [-0.378, 1.363, -0.259], [0.234, -0.158, -0.128], [-0.078, 0.155, 0.337], [-0.869, -0.884, -0.652], [-0.518, 0.305, 0.090], [0.581, -0.356, -0.608], [-0.998, 0.133, 0.273], [0.143, -0.025, 0.267], [1.104, 1.614, -0.048], [-0.333, -0.263, 0.131], [0.259, -0.095, -0.012], [0.195, -0.873, -0.772], [-1.173, -0.043, 0.420], [-0.507, 0.556, 0.441], [1.078, -0.760, -0.194], [0.247, -0.095, 0.000], [0.327, 0.080, -0.469], [0.747, 0.260, 0.897], [-0.526, 0.860, 0.723], [-0.185, -1.769, -1.655], [-0.328, -0.042, 0.117], [0.539, 0.395, -0.742], [-0.138, -0.076, 0.100], [-0.225, -0.427, 0.187], [0.212, -0.568, 0.166], [0.025, -0.277, -0.111], [0.231, 0.009, -0.205], [-1.093, -0.179, -0.072], [0.063, 0.250, 0.040], [0.178, -0.163, -0.038], [0.535, 0.522, -0.129], [0.117, -0.134, 0.038], [-0.399, 0.287, 0.152], [0.399, -0.335, -0.447], [0.163, 0.254, -0.125], [0.465, 0.026, 0.001], [-0.387, -0.061, -0.527], [-0.116, -0.253, -0.055], [-0.113, 0.037, -0.022], [-0.128, -0.082, 0.248], [0.042, 0.050, -0.191], [-0.368, 0.365, -0.349], [-0.317, -0.040, 0.066], [0.160, 0.118, -0.162], [0.411, -0.167, -0.023], [-0.102, 0.348, -0.066], [-0.347, -0.069, 0.013], [0.313, -0.235, 0.007]]
}



Taking the records one at a time from the top gives maximum force values of 9.260; 5.987 eV/Å.
Taking the records one at a time from the top gives energy above the lowest of the compared OMol25 structures with the same formula, charge and spin values of 141.6; 0.2 kcal/mol.